Entry 1:
Density functional theory data (ωB97M-V/def2-TZVPD) for 2 unconnected molecules or ions with the total composition CH2NO3S2 at a distorted geometry.

```
9
CH2NO3S2 (ωB97M-V/def2-TZVPD)
C -0.283 1.790 -0.012
N 0.582 2.217 -1.008
O 2.774 -0.848 -0.460
O 4.499 0.468 0.704
O 0.174 1.038 0.846
S -1.855 2.383 -0.084
S 3.109 0.442 0.127
H 1.092 1.504 -1.311
H 0.211 2.679 -1.790
```

Properties
Multiplicity: 1
HOMO (eV): -3.402
Relative energy (zero: lowest compared OMol25 entry of this formula, charge and spin) (kJ/mol): 61.12
Lowest unoccupied orbital energy (eV): 1.755
Total charge: -1
M (g mol⁻¹): 140.17

Atom charges from the Löwdin analysis, given in e for atoms 1 to 2:
1 C -1.214
2 N 0.029

---

Entry 2:
Density functional theory data (ωB97M-V/def2-TZVPD) for a molecular structure, C12H26BrF9N2O11S3Ti at a distorted geometry.

```
65
C12H26BrF9N2O11S3Ti (ωB97M-V/def2-TZVPD)
Ti -1.193 -0.329 1.529
Br -1.794 2.031 0.300
C -3.182 -1.576 -1.358
C -2.273 -1.058 -2.478
C -1.114 -2.044 -2.860
O -0.179 -1.681 -3.844
C 1.069 -2.373 -3.773
N -3.097 -0.626 -3.628
H -3.742 0.072 -3.286
H -2.421 -0.285 -4.297
H -3.729 -1.378 -3.860
H -4.067 -1.015 -1.055
H -2.604 -1.631 -0.435
H -3.533 -2.569 -1.640
H -1.815 -0.094 -2.254
H -1.578 -2.998 -3.112
H -0.583 -2.254 -1.932
H 1.679 -2.060 -4.621
H 1.051 -3.462 -3.812
H 1.562 -1.873 -2.939
C 2.688 4.411 -1.222
N 2.518 3.042 -0.541
C 3.946 2.513 -0.271
C 1.721 3.343 0.770
C 1.706 2.043 -1.502
C 1.472 0.643 -0.994
O 2.732 -0.097 -1.053
H 3.408 4.340 -2.038
H 3.174 5.072 -0.504
H 1.752 4.882 -1.521
H 4.505 3.325 0.194
H 4.319 2.205 -1.247
H 3.962 1.630 0.369
H 1.747 2.434 1.372
H 0.710 3.629 0.482
H 2.253 4.052 1.404
H 2.168 1.946 -2.484
H 0.764 2.562 -1.681
H 0.916 0.147 -1.790
H 1.002 0.495 -0.021
H 2.566 -0.902 -0.557
C -5.696 -0.952 3.142
F -5.251 -1.764 4.129
F -5.961 -1.665 2.018
F -6.783 -0.249 3.580
S -4.242 0.206 2.791
O -3.266 -0.701 2.113
O -4.773 1.255 1.874
O -3.810 0.782 4.094
C 0.908 -4.654 0.435
F 1.991 -5.238 0.924
F 0.943 -4.657 -0.927
F -0.121 -5.340 0.863
S 0.848 -2.852 1.043
O -0.416 -2.250 0.590
O 0.935 -3.007 2.508
O 2.012 -2.219 0.424
C 1.494 1.739 4.714
F 1.558 2.978 4.145
F 2.341 1.747 5.725
F 0.297 1.432 5.257
S 2.047 0.451 3.376
O 3.060 1.069 2.517
O 2.599 -0.611 4.176
O 0.801 -0.010 2.678
```

Properties
Multiplicity: 5
HOMO (alpha / beta) (eV): -4.586 / -9.054
⟨S²⟩: 6.00
Lowest unoccupied orbital energy (alpha / beta) (eV): -1.320 / -4.560
M (g mol⁻¹): 769.30

Atom charges from the Löwdin analysis, given in e for atoms 1 to 2:
1 Ti 0.429
2 Br 0.405

---

Entry 3:
Density functional theory data (ωB97M-V/def2-TZVPD) for C4H9BrOSi in the gas phase at a distorted geometry.

```
16
C4H9BrOSi (ωB97M-V/def2-TZVPD)
C 0.335 0.019 -1.138
C -0.477 -0.798 1.054
C -1.648 1.172 -0.210
C -0.811 -0.187 -0.302
O 0.217 0.350 -2.307
Si 2.409 0.018 -0.276
Br 2.782 -2.228 0.235
H -1.380 -1.380 1.331
H 0.445 -1.381 1.080
H -0.289 0.051 1.760
H -1.260 1.907 0.514
H -2.565 0.835 0.296
H -1.894 1.441 -1.138
H -1.452 -0.883 -0.916
H 2.041 0.513 0.997
H 3.547 0.553 -0.978
```

Properties
Multiplicity: 3
HOMO (alpha / beta) (eV): -5.934 / -10.615
⟨S²⟩: 2.01
Relative energy (zero: lowest compared OMol25 entry of this formula, charge and spin) (kJ/mol): 48.94
Lowest unoccupied orbital energy (alpha / beta) (eV): 0.511 / -2.237
M (g mol⁻¹): 181.10

Atom charges from the Löwdin analysis, given in e for atoms 1 to 2:
1 C -0.480
2 C -0.113

---

Entry 4:
Density functional theory data (ωB97M-V/def2-TZVPD) for a molecular structure, C55H43N3OP2PtS3 at a distorted geometry.

```
108
C55H43N3OP2PtS3 (ωB97M-V/def2-TZVPD)
Pt 0.319 -0.239 0.267
S -0.664 1.975 0.607
C -2.291 1.617 1.050
C -3.172 2.697 0.909
N -3.838 3.620 0.740
C -2.724 0.397 1.529
S -1.732 -0.993 1.702
C -4.055 0.228 1.937
N -5.136 0.041 2.282
C 6.044 -2.478 -2.248
C 4.852 -2.656 -3.209
C 5.336 -3.360 -4.480
C 3.791 -3.469 -2.485
C 3.807 -4.858 -2.421
C 2.864 -5.556 -1.685
C 1.861 -4.885 -1.008
C 1.798 -3.502 -1.072
P 0.438 -2.519 -0.330
C -0.875 -2.839 -1.551
C -0.546 -2.914 -2.904
C -1.533 -3.044 -3.861
C -2.866 -3.083 -3.486
C -3.204 -2.978 -2.147
C -2.220 -2.849 -1.183
C 0.145 -3.552 1.145
C -0.846 -4.508 1.329
C -0.906 -5.212 2.521
C 0.022 -4.982 3.522
C 1.018 -4.034 3.339
C 1.074 -3.320 2.159
C 2.779 -2.814 -1.786
O 2.658 -1.462 -1.747
C 3.293 -0.748 -2.715
C 2.845 0.562 -2.854
C 3.395 1.373 -3.834
C 4.366 0.855 -4.671
C 4.820 -0.444 -4.507
C 4.305 -1.272 -3.517
P 1.632 1.169 -1.615
C 2.739 2.490 -0.973
C 3.671 2.079 -0.023
C 4.451 2.991 0.659
C 4.352 4.339 0.357
C 3.522 4.746 -0.675
C 2.717 3.833 -1.336
C 0.469 2.029 -2.721
C 0.102 1.403 -3.911
C -0.811 1.998 -4.762
C -1.363 3.226 -4.437
C -1.043 3.829 -3.233
C -0.154 3.224 -2.364
H 6.453 -3.450 -1.982
H 5.730 -1.978 -1.334
H 6.821 -1.882 -2.719
H 5.749 -4.337 -4.244
H 6.124 -2.784 -4.955
H 4.517 -3.486 -5.184
H 4.575 -5.414 -2.937
H 2.912 -6.634 -1.649
H 1.126 -5.431 -0.437
H 0.490 -2.860 -3.209
H -1.264 -3.104 -4.906
H -3.638 -3.171 -4.237
H -4.243 -2.982 -1.851
H -2.497 -2.733 -0.145
H -1.577 -4.705 0.558
H -1.686 -5.946 2.673
H -0.024 -5.546 4.443
H 1.749 -3.858 4.117
H 1.830 -2.560 2.003
H 3.058 2.394 -3.944
H 4.784 1.471 -5.453
H 5.606 -0.797 -5.156
H 3.786 1.021 0.166
H 5.134 2.661 1.429
H 4.924 5.065 0.916
H 3.489 5.790 -0.956
H 2.079 4.177 -2.136
H 0.531 0.441 -4.161
H -1.101 1.496 -5.673
H -2.060 3.699 -5.113
H -1.500 4.768 -2.959
H 0.037 3.669 -1.400
N 1.913 -0.009 2.016
S 1.687 1.125 3.114
C 0.202 0.604 3.986
C 0.090 -0.633 4.598
C -1.085 -0.936 5.268
C -2.129 -0.024 5.302
C -2.008 1.206 4.676
C -0.829 1.530 4.027
C 2.947 0.700 4.370
C 2.970 1.363 5.584
C 4.078 1.225 6.402
C 5.138 0.427 6.003
C 5.094 -0.254 4.799
C 3.990 -0.118 3.977
H 2.551 0.379 1.326
H 0.899 -1.345 4.544
H -1.192 -1.885 5.773
H -3.046 -0.267 5.819
H -2.828 1.910 4.696
H -0.702 2.486 3.539
H 2.137 1.981 5.885
H 4.125 1.756 7.341
H 6.007 0.336 6.636
H 5.917 -0.881 4.489
H 3.922 -0.634 3.031
```

Properties
Multiplicity: 1
HOMO (eV): -6.686
Lowest unoccupied orbital energy (eV): -0.516
M (g mol⁻¹): 1115.20

Atom charges from the Löwdin analysis, given in e for atoms 1 to 2:
1 Pt 0.425
2 S 0.616

---

Entry 5:
Density functional theory data (ωB97M-V/def2-TZVPD) for a molecular structure, C5H6ClO6 at a distorted geometry.

```
18
C5H6ClO6 (ωB97M-V/def2-TZVPD)
C 1.341 -0.053 -3.310
C -1.028 -1.050 -0.279
C -0.353 0.206 0.137
C 1.163 -0.090 0.081
C 1.160 -1.242 -0.929
O 0.824 0.860 -2.766
O 1.622 -0.676 -4.276
O -0.146 -1.568 -1.279
O -0.855 1.289 -0.565
O 1.509 -0.170 1.484
O 2.053 -0.984 -1.908
Cl 1.938 -2.744 -0.049
H -0.992 -1.731 0.537
H -2.044 -1.075 -0.676
H -0.715 0.514 1.129
H 1.821 0.765 -0.358
H -0.409 1.130 -1.425
H 2.293 -0.761 1.567
```

Properties
Multiplicity: 1
HOMO (eV): -5.330
Relative energy (zero: lowest compared OMol25 entry of this formula, charge and spin) (kJ/mol): 0.00
Lowest unoccupied orbital energy (eV): 3.458
Total charge: -1
M (g mol⁻¹): 197.55

Atom charges from the Löwdin analysis, given in e for atoms 1 to 2:
1 C -0.559
2 C -0.113

---

Entry 6:
Density functional theory data (ωB97M-V/def2-TZVPD) for C21H25NO6 in the gas phase at a distorted geometry.

```
53
C21H25NO6 (ωB97M-V/def2-TZVPD)
C 2.981 3.869 -2.298
C 3.708 2.543 -2.109
O 2.801 1.445 -2.083
C 1.985 1.356 -0.984
C 0.611 1.339 -1.196
C -0.266 1.216 -0.132
C -1.728 1.233 -0.429
O -2.201 1.857 -1.358
N -2.494 0.513 0.431
C -3.921 0.355 0.238
C -4.271 -1.046 -0.192
C -5.095 -1.847 0.582
C -5.419 -3.150 0.208
C -4.876 -3.615 -0.963
C -4.039 -2.817 -1.747
C -3.723 -1.533 -1.385
O -3.641 -3.524 -2.849
C -4.263 -4.786 -2.746
O -5.023 -4.840 -1.558
C 0.223 1.133 1.170
C 1.591 1.137 1.402
O 2.187 1.059 2.620
C 1.404 0.893 3.783
C 0.921 -0.543 3.966
C 2.484 1.230 0.316
O 3.833 1.228 0.591
C 4.523 0.060 0.161
C 6.001 0.253 0.457
H 3.704 4.675 -2.385
H 2.372 3.839 -3.199
H 2.331 4.066 -1.448
H 4.359 2.336 -2.962
H 4.309 2.575 -1.194
H 0.229 1.432 -2.199
H -2.050 -0.113 1.082
H -4.443 0.611 1.165
H -4.197 1.072 -0.540
H -5.508 -1.453 1.499
H -6.065 -3.768 0.809
H -3.085 -0.915 -1.995
H -4.924 -4.944 -3.614
H -3.494 -5.575 -2.729
H -0.471 1.097 1.995
H 2.079 1.161 4.601
H 0.562 1.596 3.790
H 1.774 -1.215 4.013
H 0.356 -0.626 4.890
H 0.290 -0.852 3.135
H 4.361 -0.108 -0.911
H 4.135 -0.811 0.709
H 6.389 1.097 -0.105
H 6.140 0.449 1.517
H 6.551 -0.642 0.182
```

Properties
Multiplicity: 1
Structure (SMILES): CCOc1cc(C(=O)NCc2ccc3c(c2)OCO3)cc(OCC)c1OCC
HOMO (eV): -8.159
Relative energy (zero: lowest compared OMol25 entry of this formula, charge and spin) (kJ/mol): 331.45
Lowest unoccupied orbital energy (eV): 0.637
M (g mol⁻¹): 387.43

Atom charges from the Löwdin analysis, given in e for atoms 1 to 2:
1 C -0.057
2 C -0.232

---

Entry 7:
Density functional theory data (ωB97M-V/def2-TZVPD) for CH3N5 in the gas phase at a distorted geometry.

```
9
CH3N5 (ωB97M-V/def2-TZVPD)
N 0.901 -1.609 -0.123
C 0.472 -0.402 0.071
N 0.717 0.830 0.615
N -0.432 1.468 0.345
N -1.366 0.832 -0.293
N -0.785 -0.331 -0.480
H 1.851 -1.863 0.045
H -0.797 -1.343 -0.824
H -0.576 2.431 0.633
```

Properties
Multiplicity: 1
HOMO (eV): -8.168
Relative energy (zero: lowest compared OMol25 entry of this formula, charge and spin) (kJ/mol): 227.91
Lowest unoccupied orbital energy (eV): 0.613
M (g mol⁻¹): 85.07

Atom charges from the Löwdin analysis, given in e for atoms 1 to 2:
1 N 0.047
2 C -0.548

---

Entry 8:
Density functional theory data (ωB97M-V/def2-TZVPD) for 2 unconnected molecules or ions with the total composition C13H19N4O at a distorted geometry.

```
37
C13H19N4O (ωB97M-V/def2-TZVPD)
C 0.763 -2.748 0.883
C -0.646 -2.230 0.321
C -1.581 -3.026 -0.612
C -2.926 -2.505 -1.183
C -3.349 -1.072 -0.771
C -2.415 -0.276 0.163
C -2.824 1.243 0.567
N -2.457 2.078 -0.645
N -3.318 2.517 -1.613
C -2.409 3.208 -2.523
N -1.031 3.187 -2.124
C -1.093 2.437 -0.882
N 0.037 2.183 -0.188
C -1.068 -0.789 0.738
H 0.703 -3.784 1.354
H 1.142 -2.036 1.710
H 1.544 -2.706 0.048
H -1.259 -4.074 -0.933
H -3.571 -3.120 -1.894
H -4.317 -0.564 -1.129
H -3.943 1.230 0.771
H -2.184 1.582 1.443
H -4.330 2.372 -1.691
H -2.669 3.715 -3.504
H 0.711 1.490 -0.541
H 0.328 2.700 0.660
H -0.456 -0.099 1.400
C 4.157 -0.207 2.305
C 3.718 0.175 0.917
O 2.637 0.704 0.718
C 4.664 -0.121 -0.215
H 3.377 0.065 3.019
H 4.321 -1.285 2.359
H 5.072 0.328 2.566
H 4.851 -1.196 -0.272
H 5.602 0.418 -0.065
H 4.218 0.207 -1.156
```

Properties
Multiplicity: 1
HOMO (eV): -11.633
Relative energy (zero: lowest compared OMol25 entry of this formula, charge and spin) (kJ/mol): 551.26
Lowest unoccupied orbital energy (eV): -3.549
Total charge: +1
M (g mol⁻¹): 247.32

Atom charges from the Löwdin analysis, given in e for atoms 1 to 2:
1 C -0.084
2 C -0.186

---

Entry 9:
Density functional theory data (ωB97M-V/def2-TZVPD) for C5H8O2 in the gas phase at a distorted geometry.

```
15
C5H8O2 (ωB97M-V/def2-TZVPD)
C -2.168 -0.582 0.583
C -0.941 -0.045 -0.087
O -1.018 0.413 -1.210
C 0.363 -0.033 0.699
C 1.578 -0.177 -0.199
C 1.586 0.952 -1.224
O 2.341 0.939 -2.173
H -2.391 0.005 1.477
H -2.991 -0.501 -0.126
H -2.031 -1.618 0.894
H 0.406 0.945 1.201
H 0.344 -0.787 1.485
H 2.501 -0.137 0.402
H 1.587 -1.148 -0.712
H 0.834 1.774 -1.010
```

Properties
Multiplicity: 1
Structure (SMILES): CC(=O)CCC=O
HOMO (eV): -9.521
Relative energy (zero: lowest compared OMol25 entry of this formula, charge and spin) (kJ/mol): 66.32
Lowest unoccupied orbital energy (eV): 0.720
M (g mol⁻¹): 100.12

Atom charges from the Löwdin analysis, given in e for atoms 1 to 2:
1 C -0.015
2 C -0.441

---

Entry 10:
Density functional theory data (ωB97M-V/def2-TZVPD) for 3 unconnected molecules or ions with the total composition C3H3Cl2O4P at a distorted geometry.

```
13
C3H3Cl2O4P (ωB97M-V/def2-TZVPD)
C -1.244 -1.871 0.554
C 1.462 1.664 -0.220
C 1.794 0.243 -0.628
O -1.199 -2.682 1.352
O 1.197 -2.432 -0.255
O -1.372 -1.052 -0.251
O 1.105 -0.816 1.703
P 1.240 -1.068 0.253
Cl -9.115 2.109 -0.123
Cl 1.929 0.065 -2.345
H 2.119 2.304 -0.775
H 0.284 1.928 -0.181
H 1.798 1.609 0.917
```

Properties
Multiplicity: 1
HOMO (eV): -2.046
Relative energy (zero: lowest compared OMol25 entry of this formula, charge and spin) (kJ/mol): 0.00
Lowest unoccupied orbital energy (eV): 4.908
Total charge: -2
M (g mol⁻¹): 204.93

Atom charges from the Löwdin analysis, given in e for atoms 1 to 2:
1 C -0.530
2 C -0.254